Molecular formula: C4H15NO2S
Method: DFT, ωB97M-V with the def2-TZVPD basis set

Each atom is followed by the atoms it is bonded to, with distances in Å.
CARTESIAN COORDINATES (ANGSTROEM)
1 C -2.682 -0.920 -0.456  S2 1.820, H7 1.116, H8 1.080, H9 1.080
2 S -1.910 0.648 -0.965  C1 1.820, C3 1.870
3 C -0.138 0.442 -0.403  S2 1.870, C4 1.517, H10 1.091, H11 1.107
4 C 0.343 1.846 -0.085  C3 1.517, C5 1.575, H12 1.128, H13 1.118
5 C 1.867 1.856 0.314  C4 1.575, N6 1.450, H14 1.095, H15 1.088
6 N 2.254 1.579 1.684  C5 1.450, H16 1.005, H17 1.006
7 H -2.237 -1.466 0.410  C1 1.116
8 H -2.781 -1.691 -1.207  C1 1.080
9 H -3.657 -0.505 -0.249  C1 1.080
10 H 0.454 -0.018 -1.195  C3 1.091
11 H -0.107 -0.302 0.416  C3 1.107
12 H -0.309 2.376 0.669  C4 1.128
13 H 0.183 2.568 -0.924  C4 1.118
14 H 2.329 1.061 -0.280  C5 1.095
15 H 2.250 2.840 0.051  C5 1.088
16 H 1.846 2.260 2.301  N6 1.005
17 H 1.984 0.664 2.003  N6 1.006
18 O 0.493 -2.540 -3.527  H19 0.959, H20 0.959
19 H -0.066 -3.211 -3.922  O18 0.959
20 H -0.048 -1.883 -3.085  O18 0.959
21 O -0.203 -2.024 2.565  H22 0.967, H23 0.957
22 H -0.127 -1.064 2.647  O21 0.967
23 H 0.263 -2.518 3.239  O21 0.957

## Properties
Structure (SMILES): CSCCCN.O.O
Energy relative to the best compared isomer or geometry (same formula, charge and spin): 23.14 kcal per mole
LUMO: 0.0200 hartree
Maximum force: 1.620 eV Å⁻¹
HOMO energy: -8.60 eV